Entry from OMol25: an isolated molecule of C6H9N (ωB97M-V/def2-TZVPD).

Each line ends with the natural charge from an NBO analysis.
Geometry (Å):
C1 0.704 -0.989 -1.907  -0.5995
C2 0.028 -1.336 -0.559  -0.4077
C3 -0.234 -0.096 0.278  -0.0662
C4 0.625 0.142 1.303  -0.1083
N1 0.091 1.268 1.981  -0.5235
C5 -1.032 1.663 1.306  -0.0365
C6 -1.147 0.988 0.099  -0.3344
H1 1.609 -0.389 -1.837  0.2084
H2 0.799 -1.917 -2.485  0.2032
H3 -0.018 -0.424 -2.517  0.1946
H4 -0.887 -1.874 -0.791  0.2083
H5 0.718 -2.019 -0.071  0.2025
H6 1.591 -0.276 1.530  0.2144
H7 0.254 1.475 2.950  0.4072
H8 -1.611 2.523 1.608  0.2042
H9 -1.492 1.263 -0.886  0.2334

HOMO-LUMO gap	9.178	eV
SMILES	CCc1cc[nH]c1
calculated total energy	-7857.0012	eV
charge	0
relative energy (zero: lowest compared OMol25 entry of this formula, charge and spin)	111.8	kJ/mol